Entry 1:
C13H15FNO | ωB97M-V/def2-TZVPD

Geometry as XYZ:
```
31
Properties=species:S:1:pos:R:3:lowdin_charge:R:1
C 0.8182 3.3784 2.8098 -0.048
C 0.8089 2.9399 1.3615 -0.199
O -0.4549 2.2989 1.0440 -0.046
C -0.4021 1.2544 0.2033 -0.236
C -0.2301 1.4456 -1.1212 0.058
N -0.2113 0.3652 -1.9543 0.144
C -0.3543 -0.8988 -1.5816 -0.062
C -0.2757 -1.8620 -2.7586 -0.305
C 1.0788 -1.8324 -3.4405 0.000
F -0.5385 -3.1568 -2.3754 0.017
C -0.5541 -1.1724 -0.2036 -0.039
C -0.7316 -2.4765 0.3331 0.014
C -0.9224 -2.6434 1.6663 -0.029
C -0.9516 -1.5426 2.5452 -0.010
C -0.7824 -0.2764 2.0718 0.020
C -0.5778 -0.0656 0.7028 -0.044
H 0.3348 4.3433 2.9395 0.084
H 0.3002 2.6426 3.4229 0.074
H 1.8437 3.4596 3.1644 0.087
H 1.6210 2.2416 1.1530 0.128
H 0.9141 3.7945 0.6938 0.123
H -0.1173 2.4230 -1.5638 0.157
H -0.0850 0.5587 -2.9392 0.174
H -1.0674 -1.5721 -3.4585 0.165
H 1.3502 -0.8377 -3.7897 0.084
H 1.8421 -2.1731 -2.7416 0.103
H 1.0559 -2.5059 -4.2925 0.100
H -0.7238 -3.3502 -0.2859 0.114
H -1.0596 -3.6391 2.0634 0.123
H -1.1123 -1.7174 3.6002 0.125
H -0.8156 0.5765 2.7316 0.121
```

Properties
lowest unoccupied orbital energy	-0.15963	hartree
total charge	+1
total energy	-734.00111	a.u.
Kohn-Sham gap	8.349	eV



Entry 2:
C30H29F2FeN8S | ωB97M-V/def2-TZVPD

Geometry as XYZ:
```
71
Properties=species:S:1:pos:R:3:lowdin_charge:R:1
Fe -0.8303 -0.7745 -0.2872 0.783
N 0.3939 -4.6065 1.6850 0.153
C 0.0205 -3.7668 0.7388 -0.139
N -0.6529 -2.6638 0.9510 0.041
C -1.0719 -2.3682 2.2726 -0.270
N -1.9230 -1.4192 2.4986 0.125
N -2.3269 -0.8870 1.2759 -0.147
C -3.5368 -0.6804 1.0156 -0.033
C -3.8446 -0.4798 -0.4207 -0.243
C -5.0685 -0.0493 -0.8685 0.016
C -5.3299 -0.0851 -2.2347 -0.006
C -4.3651 -0.5842 -3.0870 -0.010
C -3.1441 -0.9754 -2.5545 -0.109
N -2.8720 -0.9021 -1.2503 0.048
C -0.5564 -3.1878 3.3660 -0.100
C -0.7953 -2.8845 4.7070 0.005
C -0.2853 -3.6969 5.6951 -0.036
C 0.4488 -4.8372 5.3562 -0.032
C 0.6715 -5.1634 4.0349 0.004
C 0.1719 -4.3253 3.0465 -0.166
H 0.8683 -5.4608 1.4340 0.173
H 0.3064 -4.0227 -0.2753 0.155
H -4.3294 -0.8014 1.7533 0.154
H -5.8100 0.2992 -0.1613 0.132
H -6.2821 0.2544 -2.6213 0.129
H -4.5464 -0.6822 -4.1495 0.127
H -2.3641 -1.3733 -3.1879 0.124
H -1.3865 -2.0095 4.9446 0.123
H -0.4639 -3.4606 6.7353 0.121
H 0.8443 -5.4748 6.1363 0.123
H 1.2207 -6.0600 3.7694 0.127
F -1.1768 1.4482 -5.2024 0.097
C -0.4129 0.8100 -4.3102 -0.266
C -0.8325 0.7488 -2.9919 -0.095
C -0.0601 0.0536 -2.0748 -0.163
C 1.1632 -0.5081 -2.4488 -0.121
C 1.5285 -0.4204 -3.7898 -0.203
F 2.6679 -0.9884 -4.2137 0.093
C 0.7618 0.2255 -4.7364 0.097
C 2.0072 -1.0629 -1.3681 -0.192
C 3.3744 -1.3043 -1.4544 0.027
C 4.0720 -1.6580 -0.3124 -0.016
C 3.4008 -1.7652 0.8983 -0.030
C 2.0404 -1.5571 0.8993 -0.122
N 1.3563 -1.2259 -0.2053 0.015
H -1.7623 1.2362 -2.7179 0.112
H 1.0821 0.2743 -5.7687 0.148
H 3.8922 -1.1980 -2.3945 0.119
H 5.1395 -1.8313 -0.3665 0.126
H 3.9191 -1.9965 1.8193 0.119
H 1.4664 -1.6390 1.8157 0.112
C 1.4566 4.7116 -2.4354 -0.063
C 0.3714 4.7480 -1.3707 -0.195
N 0.0041 3.4033 -0.8865 0.047
C 0.2467 2.7961 0.2650 -0.683
S -0.7395 1.4095 0.6892 0.748
N 1.1426 3.1736 1.1638 0.033
C 2.2080 4.1953 1.1109 -0.201
C 1.8754 5.4300 1.9344 -0.064
H 1.6792 5.7265 -2.7664 0.091
H 1.1282 4.1394 -3.3051 0.077
H 2.3785 4.2625 -2.0625 0.072
H -0.5372 5.1789 -1.7866 0.130
H 0.6558 5.3626 -0.5248 0.094
H -0.6470 2.9001 -1.4688 0.101
H 1.0827 2.6545 2.0266 0.123
H 2.4067 4.4446 0.0762 0.089
H 3.1023 3.7169 1.5060 0.127
H 0.9738 5.9270 1.5729 0.074
H 2.7028 6.1388 1.8845 0.090
H 1.7208 5.1684 2.9826 0.084
```

Properties
lowest unoccupied orbital energy (spin up / spin down)	-0.20837 / -0.24002	hartree
total charge	+2
total energy	-3459.80455	a.u.
energy above the lowest of the compared OMol25 structures with the same formula, charge and spin	0.360	eV
multiplicity	6
Kohn-Sham gap (spin up / spin down)	7.741 / 7.233	eV



Q: The highest total charge belongs to which entry?
A: C30H29F2FeN8S



Repeat the first record exactly.
C13H15FNO | ωB97M-V/def2-TZVPD

Geometry as XYZ:
```
31
Properties=species:S:1:pos:R:3:lowdin_charge:R:1
C 0.8182 3.3784 2.8098 -0.048
C 0.8089 2.9399 1.3615 -0.199
O -0.4549 2.2989 1.0440 -0.046
C -0.4021 1.2544 0.2033 -0.236
C -0.2301 1.4456 -1.1212 0.058
N -0.2113 0.3652 -1.9543 0.144
C -0.3543 -0.8988 -1.5816 -0.062
C -0.2757 -1.8620 -2.7586 -0.305
C 1.0788 -1.8324 -3.4405 0.000
F -0.5385 -3.1568 -2.3754 0.017
C -0.5541 -1.1724 -0.2036 -0.039
C -0.7316 -2.4765 0.3331 0.014
C -0.9224 -2.6434 1.6663 -0.029
C -0.9516 -1.5426 2.5452 -0.010
C -0.7824 -0.2764 2.0718 0.020
C -0.5778 -0.0656 0.7028 -0.044
H 0.3348 4.3433 2.9395 0.084
H 0.3002 2.6426 3.4229 0.074
H 1.8437 3.4596 3.1644 0.087
H 1.6210 2.2416 1.1530 0.128
H 0.9141 3.7945 0.6938 0.123
H -0.1173 2.4230 -1.5638 0.157
H -0.0850 0.5587 -2.9392 0.174
H -1.0674 -1.5721 -3.4585 0.165
H 1.3502 -0.8377 -3.7897 0.084
H 1.8421 -2.1731 -2.7416 0.103
H 1.0559 -2.5059 -4.2925 0.100
H -0.7238 -3.3502 -0.2859 0.114
H -1.0596 -3.6391 2.0634 0.123
H -1.1123 -1.7174 3.6002 0.125
H -0.8156 0.5765 2.7316 0.121
```

Properties
lowest unoccupied orbital energy	-0.15963	hartree
total charge	+1
total energy	-734.00111	a.u.
Kohn-Sham gap	8.349	eV



Q: What is the total charge in the first record?
A: +1



Q: Look up the total charge of the second one.
A: +2